# 1
9
Properties=species:S:1:pos:R:3:forces:R:3:nbo_charge:R:1 method="wB97M-V/def2-TZVPD" homo_ev="-7.55 / -8.98" spin_multiplicity=6 charge=0 mol_weight_da=190.1 e_above_lowest_kj_mol=36.6 e_tot_ev=-12529.634 max_force_ev_per_a=2.5
F 1.621330 0.233463 -0.980914 -0.5 -0.4 0.8 -0.61
O -1.147644 0.701558 0.641952 -0.1 -0.4 0.0 -0.50
O 0.405727 0.833547 2.331257 -0.5 -1.0 -0.7 -0.49
C -0.756220 -0.226113 -0.436203 0.4 -0.2 -0.3 -0.21
C 0.477011 -0.566898 0.220696 -1.1 -0.3 -1.7 -0.02
C -0.006267 0.350589 1.319976 0.8 2.3 0.4 0.74
H -1.516351 -0.903235 -0.839512 0.2 0.3 0.4 0.22
H 0.891564 -1.558205 0.409569 0.5 0.6 -0.6 0.23
Ru 0.030850 1.135294 -2.666820 0.2 -0.9 1.7 0.64

# 2
9
Properties=species:S:1:pos:R:3:forces:R:3:nbo_charge:R:1 method="wB97M-V/def2-TZVPD" homo_ev="-12.46 / -14.18" spin_multiplicity=7 charge=+1 mol_weight_da=190.1 e_above_lowest_kj_mol=125.3 e_tot_ev=-12521.009 max_force_ev_per_a=5.4
C 1.065460 0.055476 0.275701 -5.1 0.4 1.5 0.29
C -2.036513 -0.122007 0.253086 -0.4 0.1 -1.0 0.27
O 0.638019 0.808098 1.129124 1.8 -0.6 -1.0 -0.23
O 0.134460 -0.788503 -0.357406 2.5 0.1 -0.7 -0.46
C -1.064407 -1.033476 0.242733 -1.5 0.5 1.5 -0.04
H -2.933351 -0.191077 0.865148 0.1 -0.1 -0.3 0.21
F -2.024422 0.939661 -0.581047 0.4 -0.6 1.0 -0.30
H -1.152969 -1.932099 0.852346 0.2 0.2 -0.2 0.23
Ru 3.013465 -0.125711 -0.589825 1.9 0.0 -0.8 1.03

# 3
9
Properties=species:S:1:pos:R:3:forces:R:3:nbo_charge:R:1 method="wB97M-V/def2-TZVPD" homo_ev="-12.94 / -13.03" spin_multiplicity=4 charge=+1 mol_weight_da=140.0 e_tot_ev=-35633.194 max_force_ev_per_a=3.3
F -3.195871 0.915084 0.042563 0.1 -1.3 0.1 -0.32
H -1.607028 -1.953557 -0.243910 0.3 0.6 -0.1 0.19
O -0.597379 -0.136804 -0.040724 -0.9 1.0 -0.7 -0.73
C -1.689025 -0.852478 -0.209224 -2.4 -2.2 0.9 -0.01
C -2.944516 -0.425368 -0.033107 0.5 1.7 0.2 0.24
H -3.795098 -1.058585 0.209341 0.1 0.1 -0.6 0.21
V 1.094072 -0.017808 0.048264 1.4 -0.2 0.2 1.33
O 4.430579 0.231548 -0.022728 -0.5 -0.1 0.0 -0.30
C 3.316970 0.148563 0.017359 1.3 0.3 -0.1 0.38

# 4
9
Properties=species:S:1:pos:R:3:forces:R:3:nbo_charge:R:1 method="wB97M-V/def2-TZVPD" homo_ev="-9.53 / -12.59" spin_multiplicity=3 charge=+1 mol_weight_da=262.1 e_above_lowest_kj_mol=0.0 e_tot_ev=-41473.985 max_force_ev_per_a=4.6
F -0.479007 1.552170 -1.022324 0.5 -1.4 0.4 -0.34
O -0.060386 -0.750467 -0.942742 -2.2 -1.4 2.0 -0.28
O 1.360696 0.868299 0.041731 -1.2 -1.3 -0.3 -0.88
C -0.951322 -1.054417 0.075007 1.4 -2.2 -2.6 0.24
C -0.894133 0.088642 0.774866 0.8 1.4 0.9 -0.04
C 0.148635 0.558853 -0.232608 1.1 4.4 0.0 0.79
H -1.349208 -2.062526 0.185333 -0.2 0.3 -0.3 0.26
H -1.277928 0.477673 1.711922 0.0 -0.1 -0.3 0.27
Yb 3.502653 0.321769 -0.591181 -0.2 0.2 0.1 0.98